C35H31ClCrN6O2P as an isolated structure. Source: the Open Molecules 2025 dataset; level of theory: the ωB97M-V functional and the def2-TZVPD basis.

```
77
Properties=species:S:1:pos:R:3:forces:R:3:mulliken_charge:R:1
Cr 0.1417 0.9907 0.3541 0.700 1.194 -0.228 -0.362
Cl 0.1446 -3.3510 3.7670 0.008 0.052 0.035 -0.140
P 0.3999 -0.9398 -1.0650 0.303 -0.953 -1.035 1.805
O 1.3739 1.6774 -0.9291 -1.049 0.907 1.471 -0.107
O 2.9812 1.6680 -2.4545 -0.159 0.089 0.178 -0.637
N -1.3319 2.0147 -0.7483 0.191 0.025 0.745 1.050
N -2.6572 3.7840 -0.9451 0.082 -0.092 0.380 -0.098
N 2.4074 1.9371 3.7820 -0.291 0.124 -0.043 -0.105
N 1.7159 1.0882 1.8512 -0.778 0.372 -0.212 0.603
N -0.2626 2.8436 1.5283 0.406 -0.177 -0.408 -0.299
N -0.9437 -0.1801 1.6771 -0.550 -0.502 0.500 1.411
C -0.8885 -1.7313 -3.4798 0.111 -0.009 0.177 -0.112
C 1.8100 -0.3887 -2.1067 -0.010 0.549 0.185 -1.155
C 5.5055 0.0523 3.0810 -0.040 0.096 0.095 -0.537
C 0.1541 2.6649 2.9149 -0.030 -0.065 0.490 -0.982
C -1.7629 1.8728 -4.4387 0.122 -0.120 0.146 -0.887
C 1.4260 1.8857 2.8647 -0.072 0.029 0.116 -0.037
C -2.2213 -2.1137 3.2761 0.430 0.203 -0.185 -0.386
C -2.5306 3.2623 -2.2129 0.437 -0.748 -0.382 -0.007
C -0.2031 -3.5240 -0.2282 -0.006 0.125 -0.083 -0.525
C 2.1092 1.1301 -1.8265 0.975 -1.413 -1.403 0.477
C -1.9194 3.0221 -0.1195 -0.136 0.133 0.018 -0.012
C 0.8098 -2.5805 -0.3965 -0.030 0.184 0.237 0.907
C 1.3812 -5.0718 0.7028 -0.001 0.017 -0.011 -0.663
C -3.4182 -1.2705 -2.4204 -0.063 -0.020 -0.048 -0.916
C 2.1021 -2.8910 0.0177 -0.018 0.120 -0.041 -0.176
C 4.6865 0.8538 3.8480 0.014 0.006 0.012 -1.186
C -2.0177 -1.8905 -4.2659 0.085 -0.021 -0.061 -0.882
C 2.3867 -4.1284 0.5632 0.034 -0.124 0.063 -0.970
C -3.2800 -1.6504 -3.7467 0.006 0.020 0.149 -0.646
C 3.8644 -0.1161 1.3004 -0.056 0.037 0.081 -0.085
C -0.2541 -1.1538 2.2869 0.253 -0.287 0.211 -0.816
C -0.8419 -2.1325 3.0794 -0.306 0.160 -0.103 -0.147
C -1.2152 1.5045 -3.2288 0.069 0.156 0.010 0.076
C -2.2931 -1.0921 -1.6363 0.190 0.000 0.046 0.307
C 5.1085 -0.4076 1.8202 -0.042 -0.032 -0.142 -1.109
C 3.4332 1.1355 3.3322 0.090 -0.502 -0.749 0.409
C -1.6285 3.3187 1.3144 -0.397 0.046 0.042 -0.885
C -2.6833 2.9191 -4.5377 -0.112 0.159 0.112 -0.775
C -1.0191 -1.3071 -2.1590 -0.087 0.206 0.354 -0.288
C -2.2739 -0.1818 1.8570 -0.326 0.140 0.008 -0.519
C -2.9370 -1.1105 2.6425 0.136 0.110 -0.076 -1.216
C -1.6532 2.1635 -2.0846 -0.546 0.569 -0.725 0.358
C 2.9955 0.6272 2.0901 0.715 0.068 0.580 -0.157
C 0.0881 -4.7647 0.3076 0.025 -0.104 0.024 -0.860
C -3.0550 3.6567 -3.4333 -0.079 0.018 -0.055 -1.164
H -3.7123 4.5071 -3.5147 -0.119 0.079 -0.043 0.468
H -2.8353 0.5837 1.3371 0.017 0.028 -0.042 0.538
H 0.3778 3.4975 1.0735 0.029 -0.130 -0.033 0.298
H 0.2977 3.6156 3.4491 -0.083 -0.197 -0.097 0.608
H -3.0858 3.1754 -5.5032 -0.041 0.069 -0.133 0.446
H 6.4902 -0.1946 3.4439 0.101 -0.018 0.027 0.423
H 5.0059 1.2678 4.7893 0.118 -0.010 0.168 0.459
H -4.0088 -1.0514 2.7515 -0.067 0.042 -0.023 0.511
H 2.9020 -2.1776 -0.0882 0.067 -0.002 -0.054 0.147
H -0.4394 0.7636 -3.1778 -0.054 -0.015 -0.085 0.522
H -1.7470 4.3918 1.5206 0.011 -0.230 0.031 0.543
H 2.7210 -0.9628 -1.9058 -0.205 0.052 0.020 0.802
H -2.3023 2.7658 1.9799 0.080 0.124 -0.046 0.312
H -1.4652 1.3491 -5.3341 0.087 0.001 -0.075 0.497
H 3.5790 -0.3889 0.2983 0.068 -0.065 -0.096 0.739
H -2.7106 -2.8509 3.8939 0.007 -0.091 0.037 0.522
H -4.3991 -1.0992 -2.0040 -0.099 0.020 0.026 0.492
H 1.6206 -0.4930 -3.1798 -0.053 -0.051 0.188 0.573
H -4.1537 -1.7597 -4.3694 -0.079 -0.040 -0.077 0.459
H -0.6175 2.0857 3.4397 0.079 0.151 -0.050 0.331
H 1.6045 -6.0446 1.1130 0.019 -0.085 0.035 0.436
H -1.2117 -3.3001 -0.5446 -0.069 -0.037 -0.033 0.459
H -3.1856 4.6063 -0.6974 0.046 -0.023 0.081 0.280
H -1.9071 -2.1907 -5.2966 0.012 -0.067 -0.083 0.463
H -2.3947 -0.7663 -0.6086 -0.082 0.003 -0.036 0.264
H 2.4225 2.5007 4.6188 -0.076 -0.010 -0.061 0.282
H 5.8150 -0.9766 1.2353 0.018 -0.044 -0.080 0.485
H 0.8156 -1.1748 2.1329 0.015 -0.042 0.023 0.626
H -0.6943 -5.5019 0.3971 -0.087 -0.078 0.043 0.471
H 0.0842 -1.9147 -3.9134 0.092 -0.034 -0.010 0.484
H 3.3971 -4.3547 0.8714 0.048 -0.041 0.004 0.504
```
Forces are in eV/Å.

- ΔE to the lowest compared entry with this formula, charge and spin: 0.0 kcal/mol
- Charge: +2
- Strongest force on any atom: 2.217 eV Å⁻¹
- Multiplicity: 4
- LUMO level (spin up / spin down): -5.936 / -5.902 eV
- Energy: -100057.9294 eV

=====

C53H39N3O2S2Se4Ti as an isolated structure. Source: the Open Molecules 2025 dataset; level of theory: the ωB97M-V functional and the def2-TZVPD basis.

```
104
Properties=species:S:1:pos:R:3:forces:R:3:mulliken_charge:R:1
Se 1.8788 3.6547 -4.4295 0.361 0.491 0.141 -0.265
Se 0.9222 1.7595 -5.1993 -0.248 -0.610 -0.108 -0.445
Se 1.1419 4.0471 -2.2764 -0.225 0.389 0.047 -0.115
Se 1.9914 2.4411 -0.7890 0.346 0.242 -0.391 -0.264
Ti 0.3505 0.5915 -0.3735 3.024 1.784 -1.040 -1.113
S 4.7256 1.6446 -4.2491 0.471 -0.394 0.118 0.179
S -0.0638 -4.4856 4.6094 -0.463 0.511 -0.067 -0.222
O -0.4992 1.2321 0.9705 -1.222 0.160 2.070 1.029
O -0.1748 -0.6448 -1.4019 -0.732 -1.896 -1.565 0.957
N -1.2590 1.8314 -1.4306 0.201 -0.256 0.121 1.820
N 2.4755 -0.4042 -1.2197 0.130 -0.353 0.769 0.795
N 1.0936 -0.9350 1.0549 0.319 -0.627 0.135 1.417
C -0.3687 -2.9702 3.7996 -0.596 -0.455 0.761 0.588
C -0.0826 4.0621 3.3037 -0.003 -0.053 -0.127 -0.296
C 2.3625 2.7659 3.4631 0.006 0.021 0.070 -1.555
C -3.7231 -0.6102 -1.2093 0.190 -0.083 -0.148 -0.266
C -4.5876 1.8354 3.6435 -0.111 -0.008 0.000 -0.686
C 2.2251 -1.6377 0.7905 -0.132 -0.442 0.579 -1.030
C -0.4466 -4.7492 -4.0434 -0.052 -0.127 -0.030 -0.560
C -1.9963 -3.3726 -2.8328 -0.062 0.062 0.012 -0.236
C -2.4997 3.8681 -1.5518 0.100 -0.257 -0.015 -0.508
C -2.2296 2.2795 2.2225 0.014 -0.239 -0.083 0.081
C -2.7573 2.2319 -3.2510 0.191 0.138 0.201 -0.830
C 0.5690 -2.4853 2.8201 1.252 -0.212 -0.551 0.707
C 3.9260 -3.3066 1.3749 0.271 -0.039 -0.164 -1.113
C 0.3131 -1.3454 2.0411 -0.087 0.128 0.070 -0.960
C -0.8959 2.4481 1.4998 -0.391 1.559 0.416 2.459
C 0.1802 -2.5302 -3.3910 0.003 0.041 0.031 -0.402
C 0.1551 2.9476 2.5058 0.099 -0.320 -0.113 -0.262
C -3.1634 -2.0995 1.0516 0.106 -0.106 0.077 -0.970
C -3.4073 2.9111 1.8475 0.167 -0.032 -0.007 -0.220
C -4.4170 -1.5315 0.9015 -0.102 0.025 -0.028 -0.720
C -4.6955 -0.8016 -0.2399 -0.137 0.032 0.032 -1.070
C -1.6885 -4.5694 -3.4594 -0.008 -0.095 -0.103 -1.023
C -1.5129 -4.3427 5.5101 0.159 -0.003 -0.129 -0.385
C 6.6058 -0.0705 -3.9096 -0.370 -0.064 0.168 -0.651
C -1.0577 -2.3516 -2.7847 0.082 0.178 0.191 -0.357
C -1.5501 -2.4231 4.2356 0.584 -0.051 -0.268 -0.041
C -1.5978 3.0244 -0.9082 -0.417 0.496 -0.132 0.615
C 2.9979 -1.2925 -0.3490 0.794 -0.065 -0.674 -0.671
C 0.8946 4.5215 4.1696 0.002 0.088 0.019 -1.030
C -2.1988 -1.9250 0.0769 -0.027 0.030 -0.095 0.216
C -1.8584 1.4224 -2.5598 -0.215 0.218 -0.503 0.283
C 4.7152 -2.8910 0.3574 -0.097 -0.210 0.271 -0.977
C -4.5768 2.6875 2.5550 -0.179 -0.015 0.113 -1.071
C 1.7845 -3.1488 2.6092 -0.817 0.691 -0.021 -1.189
C -3.0616 3.4832 -2.7548 0.173 -0.142 0.097 -1.253
C -1.3201 -1.0199 -2.0760 -1.534 -0.288 -0.947 1.076
C 0.4843 -3.7252 -4.0147 0.060 -0.007 -0.073 -0.982
C 2.6485 -2.7127 1.6105 -0.171 0.496 -0.373 0.810
C 1.3842 2.3050 2.6003 -0.128 -0.308 -0.157 0.026
C -0.9631 3.5052 0.3637 0.308 -0.325 0.197 -2.639
C 2.1189 3.8778 4.2499 0.067 -0.048 0.070 -0.567
C -1.5691 0.0721 -3.1416 0.409 -0.401 0.386 -1.216
C -2.2487 1.4300 3.3237 -0.079 -0.062 -0.051 -0.397
C 4.5277 -0.4635 -2.4838 -0.119 -0.732 0.797 0.385
C -2.1931 -3.2032 5.2143 -0.069 -0.279 0.254 -0.904
C -2.4560 -1.1622 -1.0603 -0.016 -0.058 0.064 0.145
C 7.1083 0.8963 -4.7966 0.095 0.159 -0.165 -0.601
C 6.2059 1.8830 -5.0636 -0.378 -0.071 0.223 -0.479
C 3.1937 -0.0506 -2.2563 -0.016 0.153 -0.325 -0.372
C 4.2696 -1.8896 -0.5556 -0.756 0.392 0.148 1.086
C 5.0415 -1.4312 -1.6252 -0.279 0.490 -0.393 -1.135
C -3.4163 1.2058 4.0283 0.155 -0.093 0.031 -1.001
C 5.3189 0.1913 -3.4968 0.298 0.658 -0.765 0.493
H -1.4574 4.4084 0.7186 -0.074 -0.066 -0.006 0.784
H -2.7253 4.8348 -1.1273 0.026 0.045 0.097 0.611
H -3.1830 1.8812 -4.1794 0.022 -0.053 -0.025 0.591
H -1.9533 -1.4969 3.8696 -0.031 0.256 -0.111 0.529
H -5.4859 3.1878 2.2566 -0.083 0.050 -0.050 0.461
H -3.1177 -2.9225 5.6868 -0.165 -0.011 0.055 0.420
H -0.6485 0.1459 -3.7398 -0.153 0.035 0.070 -0.137
H -2.9429 -2.6995 1.9223 0.021 -0.077 0.063 0.631
H -5.4993 1.6621 4.1950 -0.102 0.013 0.039 0.436
H -2.3690 -0.2190 -3.8233 -0.013 0.001 0.081 0.562
H 0.0759 3.7830 0.1572 -0.252 -0.020 0.010 0.218
H 2.0470 -4.0054 3.2124 0.119 -0.058 0.048 0.486
H -3.4077 0.5486 4.8853 -0.017 -0.068 0.109 0.495
H 1.4449 -3.8585 -4.4887 0.119 0.013 -0.032 0.460
H -1.0308 4.5799 3.2531 -0.123 -0.016 -0.014 0.409
H 4.2494 -4.0845 2.0512 0.068 -0.090 0.007 0.472
H 1.5804 1.4246 1.9884 -0.006 0.314 0.296 0.864
H 5.6930 -3.3234 0.1997 0.061 -0.078 0.028 0.479
H -5.6820 -0.3869 -0.3939 -0.036 0.073 0.045 0.430
H 8.1023 0.8751 -5.2094 0.110 -0.033 -0.085 0.405
H -2.4179 -5.3670 -3.4953 -0.054 -0.006 0.029 0.424
H -1.7814 -5.1188 6.1984 -0.085 -0.123 0.190 0.469
H 3.3132 2.2539 3.5151 0.056 -0.007 0.018 0.478
H -3.9768 -0.0373 -2.0887 0.031 0.048 -0.077 0.488
H -3.7159 4.1487 -3.2957 -0.120 0.054 -0.036 0.429
H 2.7200 0.6222 -2.9665 -0.089 0.092 0.067 0.125
H -1.3260 0.9568 3.6316 0.094 -0.031 0.081 0.796
H -1.2363 -2.4099 0.1740 0.047 -0.024 0.011 0.716
H -2.9698 -3.2442 -2.3790 -0.008 0.015 0.051 0.518
H 0.6995 5.3885 4.7854 -0.016 0.039 0.025 0.436
H 6.3210 2.7481 -5.6893 0.067 0.077 -0.141 0.429
H -0.5734 -0.7442 2.2060 0.014 -0.060 0.008 0.072
H -0.2068 -5.6855 -4.5256 0.017 -0.073 -0.046 0.403
H -5.1755 -1.6803 1.6567 -0.052 0.020 0.045 0.427
H 6.0466 -1.8063 -1.7520 0.090 -0.025 -0.018 0.380
H -3.4395 3.5874 1.0087 0.058 0.016 -0.122 0.430
H 2.8755 4.2333 4.9325 0.081 0.069 0.054 0.420
H 7.1769 -0.9278 -3.6032 0.097 -0.185 0.168 0.396
H 0.9031 -1.7270 -3.3681 0.079 0.066 0.000 0.439
```
Forces are in eV/Å.

- Strongest force on any atom: 3.662 eV Å⁻¹
- LUMO level: -1.272 eV
- Energy: -370335.7675 eV

=====

> The lowest energy belongs to which entry?

C53H39N3O2S2Se4Ti

=====

> Look up the energy of the first one.

-100057.9294 eV

=====

> Among the records above, which one has the highest strongest force on any atom?

C53H39N3O2S2Se4Ti

=====

> Which formula does entry 2 have?

C53H39N3O2S2Se4Ti